1.
The following is a quantum chemistry calculation of a structure of composition C38H44ClF3N2S3SbTl, from the OMol25 dataset.

Net charge: -2

```
93
Properties=species:S:1:pos:R:3:lowdin_charge:R:1
Tl -0.2532 1.0707 1.0413 0.50
C 3.0379 -0.5869 0.1785 -0.20
C 3.6275 0.7926 0.5205 -0.20
N 2.5937 1.6229 1.0986 -0.14
C 2.6071 3.0383 0.7963 -0.32
C 2.4923 3.3543 -0.6941 -0.46
S 1.1886 2.4333 -1.5833 0.73
C 2.1706 1.1235 -2.4169 -0.43
C 1.8469 -0.2981 -1.9470 -0.30
N 1.7655 -0.4660 -0.5109 -0.12
H 3.7827 -1.1500 -0.4137 0.11
H 2.8671 -1.1228 1.1120 0.09
H 4.4896 0.6566 1.1941 0.11
H 3.9957 1.2677 -0.3879 0.09
H 2.5406 1.4673 2.0987 0.09
H 1.7272 3.4715 1.2771 0.05
H 3.5087 3.5545 1.1857 0.11
H 2.2012 4.3988 -0.7942 0.06
H 3.4264 3.1969 -1.2340 0.06
H 1.9206 1.1969 -3.4763 0.06
H 3.2254 1.3543 -2.2926 0.05
H 0.8729 -0.5668 -2.3674 0.07
H 2.6124 -0.9708 -2.3886 0.11
H 1.1764 -1.2624 -0.2885 0.11
C -0.6770 -3.7944 2.9022 -0.15
C -1.2598 -2.5168 2.3737 -0.65
S -0.7923 -1.0673 3.3110 0.74
C -2.1111 -2.4397 1.3399 -0.81
C -2.6359 -3.6782 0.6525 -0.17
S -2.7597 -0.9393 0.6944 0.39
H 0.2896 -3.5408 3.3404 0.03
H -0.5421 -4.5445 2.1219 0.06
H -1.3099 -4.2221 3.6839 0.07
H -2.8101 -4.4877 1.3631 0.06
H -1.9396 -4.0370 -0.1103 0.06
H -3.5751 -3.4271 0.1638 0.04
F -7.7087 2.3573 -0.6467 0.01
C -6.4325 1.9398 -0.9205 -0.28
C -5.3666 2.6058 -0.3500 -0.01
C -4.0833 2.1833 -0.6495 -0.13
C -3.8725 1.1167 -1.5113 -0.40
C -4.9649 0.4461 -2.0393 -0.12
C -6.2559 0.8587 -1.7613 -0.03
Sb -1.8535 0.4397 -1.8664 1.35
C -1.5777 1.9008 -3.5091 -0.37
C -1.6770 3.2511 -3.1974 -0.16
C -1.3246 4.2287 -4.1093 -0.02
C -0.8570 3.8361 -5.3474 -0.28
F -0.5086 4.7894 -6.2714 0.01
C -0.7125 2.5054 -5.6854 -0.04
C -1.0576 1.5476 -4.7464 -0.15
C -2.3772 -1.1303 -3.2900 -0.37
C -3.0935 -0.9027 -4.4594 -0.15
C -3.3286 -1.9309 -5.3626 -0.02
C -2.8370 -3.1864 -5.0724 -0.28
F -3.0536 -4.2021 -5.9665 0.01
C -2.1345 -3.4541 -3.9125 -0.02
C -1.9113 -2.4076 -3.0279 -0.12
H -5.5445 3.4305 0.3254 0.11
H -3.2411 2.6857 -0.1939 0.04
H -4.8104 -0.4210 -2.6651 0.08
H -7.1140 0.3469 -2.1740 0.11
H -2.0077 3.5476 -2.2133 0.04
H -1.3965 5.2784 -3.8639 0.11
H -0.3312 2.2321 -6.6601 0.10
H -0.9292 0.5001 -4.9915 0.09
H -3.4599 0.0913 -4.6729 0.10
H -3.8789 -1.7650 -6.2774 0.11
H -1.7731 -4.4523 -3.7151 0.11
H -1.3698 -2.5882 -2.1089 0.09
Cl -0.7762 3.9043 0.2974 -0.32
C 1.2369 -1.9693 5.7204 -0.07
C 1.6060 -0.8828 4.6977 -0.62
C 1.0909 0.4718 5.2184 -0.09
C 1.0061 -1.2542 3.3314 -0.49
C 3.1011 -0.8799 4.4862 -0.19
C 3.9710 0.0652 5.0177 -0.04
C 5.3283 0.0341 4.7382 -0.12
C 5.8474 -0.9313 3.8929 -0.13
C 4.9970 -1.8877 3.3622 -0.10
C 3.6508 -1.8739 3.6705 -0.06
H 0.1603 -2.1172 5.6894 0.06
H 1.5263 -1.6799 6.7321 0.07
H 1.7320 -2.9070 5.4737 0.07
H 0.0085 0.4129 5.3111 0.05
H 1.3186 1.2656 4.5059 0.08
H 1.4982 0.7415 6.1962 0.06
H 1.3882 -0.5107 2.5973 -0.05
H 3.5964 0.8452 5.6648 0.09
H 5.9829 0.7811 5.1742 0.09
H 6.9048 -0.9411 3.6571 0.08
H 5.3907 -2.6432 2.6931 0.09
H 2.9782 -2.6033 3.2417 0.10
```



2.
The following is a quantum chemistry calculation of a structure of composition C25H16BeF6IN2O4PS3, from the OMol25 dataset.

Net charge: 0

```
59
Properties=species:S:1:pos:R:3:lowdin_charge:R:1
Be -0.1082 0.3227 -0.1145 -0.22
I 0.1189 1.5607 2.3265 1.26
C 1.5579 0.3236 3.2380 -0.57
C 1.2659 -0.1011 4.4982 -0.15
C 2.2726 -0.6702 5.3029 -0.07
C 3.5573 -0.6908 4.8497 -0.03
C 3.8772 -0.2461 3.5428 -0.16
C 5.2265 -0.1917 3.1232 -0.02
C 5.5476 0.2621 1.8803 -0.05
C 4.5174 0.5406 0.9614 -0.08
C 3.1868 0.4548 1.2974 -0.28
P 2.0601 0.1706 -0.1582 1.05
C 2.6368 1.4394 -1.3153 -0.37
C 2.8697 1.1875 -2.6619 -0.12
C 3.1898 2.2362 -3.5147 -0.07
C 3.2744 3.5292 -3.0281 -0.07
C 3.0358 3.7861 -1.6830 -0.07
C 2.7158 2.7467 -0.8272 -0.09
C 2.6537 -1.4870 -0.6023 -0.38
C 1.8950 -2.5664 -0.1569 -0.11
C 2.3227 -3.8640 -0.3914 -0.06
C 3.5091 -4.0898 -1.0744 -0.07
C 4.2707 -3.0155 -1.5128 -0.07
C 3.8518 -1.7160 -1.2702 -0.09
C 2.8465 0.1772 2.6581 -0.21
H 0.2711 0.0429 4.9008 0.09
H 2.0248 -1.0212 6.2961 0.11
H 4.3623 -1.0416 5.4847 0.12
H 5.9967 -0.4971 3.8220 0.12
H 6.5802 0.3442 1.5678 0.11
H 4.7894 0.7717 -0.0606 0.10
H 2.7624 0.1862 -3.0532 0.09
H 3.3360 2.0352 -4.5677 0.11
H 3.5120 4.3451 -3.6991 0.11
H 3.0909 4.7982 -1.3029 0.11
H 2.5301 2.9461 0.2219 0.09
H 0.9531 -2.3961 0.3527 0.09
H 1.7206 -4.6976 -0.0529 0.11
H 3.8385 -5.1029 -1.2674 0.11
H 5.1956 -3.1891 -2.0486 0.11
H 4.4558 -0.8880 -1.6174 0.10
F -2.9465 0.0601 2.4533 0.11
C -3.3243 -1.0166 1.7664 -0.68
F -4.6409 -1.0139 1.6322 0.17
F -2.9446 -2.1040 2.4231 0.17
S -2.5450 -0.9982 0.0980 0.66
O -1.1036 -0.8517 0.4415 -0.38
O -2.9375 -2.2088 -0.5189 -0.20
N -3.1389 0.2856 -0.5391 -0.25
S -2.4109 1.5728 -1.0217 0.67
O -2.6042 1.9094 -2.3816 -0.19
O -1.0146 1.6256 -0.5312 -0.38
C -3.2031 2.8882 0.0014 -0.67
F -2.9798 2.6347 1.2934 0.11
F -2.6718 4.0615 -0.3053 0.17
F -4.5050 2.9096 -0.2264 0.17
S 0.0046 -0.7901 -2.3243 0.68
C 0.1033 0.4362 -3.4626 -0.84
N 0.2191 1.2582 -4.2706 0.07
```



3.
The following is a quantum chemistry calculation of a cluster of 2 separate species, C3H3N3 in total, from the OMol25 dataset.

Net charge: 0

```
9
Properties=species:S:1:pos:R:3:lowdin_charge:R:1
C 1.3155 0.3093 -0.7694 -0.21
C 0.0014 0.3924 1.8515 -0.26
C -0.1069 0.3544 -0.5427 -0.16
N 2.4428 0.3007 -0.8946 0.21
N 0.4014 0.0683 2.8517 -0.07
N -1.0101 -0.6511 -0.8032 0.10
H -0.3130 1.3714 -0.4634 0.08
H -0.7307 -1.6741 -0.6875 0.16
H -2.0004 -0.4713 -0.5423 0.14
```



no.,total energy (eV)
1,-107512.198
2,-103958.032
3,-7625.833